11
Properties=species:S:1:pos:R:3:mulliken_charge:R:1 method="wB97M-V/def2-TZVPD" gap_ev=8.190 fmax_ha_per_bohr=0.1073 e_above_lowest_kj_mol=505.0 total_energy_ev=-9131.62364
C -0.37 0.27 -0.05 0.534
C -0.42 -1.58 1.08 0.005
C 0.65 -1.63 0.02 -0.194
H 0.92 3.18 -0.98 0.250
H 0.92 1.20 -1.68 0.369
H -0.74 -2.42 1.88 0.297
H 1.03 -2.54 -0.56 0.287
N 0.72 2.11 -0.78 -0.460
N -0.36 1.51 -0.18 -0.209
N -1.16 -0.45 0.96 -0.462
N 0.61 -0.56 -0.69 -0.416